[1]
This record from the Open Molecules 2025 dataset describes one molecule with the formula C5H4N4O3 in a non-equilibrium geometry. The level of theory is ωB97M-V/def2-TZVPD.

Positions of all 16 atoms, in Å:
O: -0.7711 -0.1176 -3.4242
C: -0.4981 -0.1118 -2.2219
N: 0.6038 0.6075 -1.7218
C: 0.7854 0.6078 -0.4176
N: 1.8787 1.1073 0.2353
C: 1.6651 0.9731 1.6648
O: 2.1840 1.6062 2.5754
N: 0.5731 0.1445 1.7110
C: -0.0276 -0.0892 0.4945
C: -1.0724 -0.8236 0.0900
O: -1.8344 -1.6219 0.9518
N: -1.3693 -0.7610 -1.2645
H: 2.5823 1.6671 -0.1501
H: 0.1128 -0.0174 2.5989
H: -2.6885 -1.8157 0.5145
H: -2.1240 -1.3554 -1.6360

Results
- molecular weight (u) = 168.112
- SMILES string = O=c1nc2[nH]c(=O)[nH]c2c(O)[nH]1
- frontier orbital gap (eV) = 8.56
- charge = 0
- maximum force (hartree/bohr) = 0.062
- highest occupied orbital energy (hartree) = -0.318

[2]
This record from the Open Molecules 2025 dataset describes an isolated ion of composition C5H4NO4 and charge -1 in a non-equilibrium geometry. The level of theory is ωB97M-V/def2-TZVPD.

Positions of all 14 atoms, in Å:
C: -0.1047 -1.1947 0.3158
C: -0.4715 1.1748 -0.1420
C: -2.3163 -0.3949 -0.2549
C: 0.4622 0.2081 0.4781
C: 1.9105 0.4184 0.0610
N: 0.1294 -0.7442 1.5492
O: -0.1296 2.1930 -0.6768
O: -1.5421 -1.3865 -0.3018
O: -1.8394 0.8376 -0.0552
O: -3.4731 -0.4898 -0.6152
H: 0.5114 -1.9611 -0.1640
H: 2.4754 -0.4968 0.3506
H: 2.4625 1.2223 0.4856
H: 1.9254 0.6139 -1.0305

Results
- molecular weight (u) = 142.090
- frontier orbital gap (eV) = 8.05
- charge = -1
- maximum force (hartree/bohr) = 0.070
- highest occupied orbital energy (hartree) = -0.151